Below is a cluster of 6 separate species, H11O5S in total, with properties calculated with ωB97M-V/def2-TZVPD.

Values from the calculation:
ΔE to the lowest compared entry with this formula, charge and spin = 2.070 eV
lowest unoccupied orbital energy = 3.052 eV
largest force on an atom = 4.603 eV/A
net charge = -1

Atoms and positions in Å:
S -0.869 -0.238 -1.857
H 0.103 -0.786 -2.359
H 1.068 2.840 -0.380
H 0.268 1.613 -0.610
O 0.886 2.053 -0.004
H 2.845 1.240 5.099
H 2.006 1.716 6.355
O 2.895 1.628 5.977
H 1.151 -2.411 -0.419
H 1.884 -3.119 -1.562
O 1.795 -3.105 -0.540
H -1.540 -1.638 1.108
H -0.510 -1.554 -0.121
O -0.570 -1.602 0.977
H -2.972 2.173 -3.202
H -2.834 0.746 -2.589
O -3.452 1.400 -2.862

=====

Below is a structure of composition C25H47AgO12Ti, with properties calculated with ωB97M-V/def2-TZVPD.

Values from the calculation:
spin multiplicity = 5
lowest unoccupied orbital energy (alpha / beta) = -9.509 / -9.514 eV
largest force on an atom = 5.253 eV/A
net charge = +2

Atoms and positions in Å:
Ti 2.087 5.097 -3.412
Ag 6.324 1.647 -0.638
C -0.858 0.193 -0.124
C 0.395 0.175 -0.973
O 1.382 1.169 -0.651
H -0.597 0.073 0.927
H -1.489 -0.631 -0.456
H -1.489 1.082 -0.138
H 0.137 0.373 -2.013
H 0.972 -0.750 -0.980
C 3.542 -5.794 5.523
C 3.207 -5.127 4.112
C 3.838 -5.748 2.854
O 2.666 -6.053 2.082
C 1.562 -5.599 2.676
O 0.405 -5.712 2.182
O 1.840 -5.132 3.886
H 3.285 -6.853 5.521
H 2.902 -5.261 6.226
H 4.595 -5.620 5.745
H 3.551 -4.092 4.108
H 4.421 -6.653 3.027
H 4.491 -4.993 2.416
C -6.967 -2.248 4.178
C -6.327 -1.800 2.810
C -6.808 -2.630 1.690
O -7.421 -1.702 0.842
C -7.366 -0.482 1.338
O -7.813 0.519 0.745
O -6.763 -0.498 2.531
H -6.742 -1.616 5.037
H -6.708 -3.296 4.332
H -8.051 -2.146 4.130
H -5.239 -1.838 2.870
H -7.560 -3.338 2.039
H -5.945 -3.083 1.202
C -4.981 6.141 -2.979
C -4.060 5.223 -3.630
O -2.883 5.472 -3.703
C -4.672 3.907 -4.162
H -5.458 6.836 -3.670
H -4.434 6.737 -2.249
H -5.663 5.519 -2.399
H -4.081 3.280 -4.829
H -5.597 4.082 -4.711
H -4.966 3.384 -3.252
C -0.703 0.821 6.826
C 0.779 0.691 7.166
O 1.203 0.156 8.171
C 1.735 1.244 6.165
H -1.255 0.293 7.604
H -0.884 0.351 5.860
H -1.158 1.808 6.742
H 1.975 0.428 5.483
H 2.638 1.451 6.740
H 1.487 2.177 5.659
C 8.265 -4.681 -2.753
C 6.875 -4.206 -3.181
O 6.554 -3.039 -3.155
C 5.991 -5.191 -3.808
H 9.094 -4.121 -3.186
H 8.374 -5.753 -2.916
H 8.405 -4.588 -1.676
H 6.073 -5.115 -4.893
H 4.964 -5.165 -3.445
H 6.313 -6.199 -3.549
C -0.565 -1.324 -10.348
C 0.699 -1.198 -9.498
O 1.590 -2.058 -9.491
C 0.762 0.006 -8.567
H -1.263 -0.502 -10.192
H -1.101 -2.252 -10.150
H -0.292 -1.462 -11.395
H 0.957 0.871 -9.202
H 1.631 -0.003 -7.909
H -0.108 0.226 -7.948
C 1.492 9.696 2.227
C 1.071 8.440 1.477
O 1.004 8.456 0.293
C 0.636 7.161 2.242
H 0.602 10.034 2.757
H 1.872 10.505 1.603
H 2.189 9.450 3.028
H -0.400 6.967 1.960
H 0.727 7.160 3.328
H 1.111 6.253 1.870

=====

In eV, the E values for the records above are, in order, -21252.402; -78345.956.